Record 1
Computed, not measured: a 10-piece molecular cluster, C54H84Cl2N3O31S overall, with the ωB97M-V functional and the def2-TZVPD basis.

Kohn-Sham gap = 8.7 eV
total charge = +1

Last column: Löwdin charge in e.
Positions of all 175 atoms, in Å:
C  -1.560  1.553  4.114  -0.132
C  -0.985  0.700  2.883  -0.526
S  -1.311  -1.092  3.009  0.931
C  -1.909  -1.858  1.475  -0.392
N  -1.019  -1.844  0.251  -0.061
C  0.477  -2.067  0.407  -0.166
C  1.415  -0.948  0.932  -0.074
C  2.063  -1.085  2.344  -0.402
C  2.991  0.129  2.773  -0.043
N  1.976  -2.050  3.191  0.150
C  0.781  -2.419  -1.141  -0.165
C  2.263  -2.695  -1.575  -0.048
C  2.749  -4.025  -0.892  -0.354
O  2.868  -5.057  -1.555  0.067
N  3.030  -4.100  0.556  -0.149
C  4.414  -4.656  0.741  -0.085
C  2.125  -5.108  1.209  -0.081
C  -0.006  -1.150  -1.795  -0.188
C  0.909  0.087  -2.151  -0.091
C  1.145  0.232  -3.720  -0.748
O  0.929  1.303  -4.244  0.018
Cl  1.766  -1.116  -4.749  0.671
C  -1.374  -0.944  -0.940  -0.259
C  -1.796  0.539  -0.726  -0.115
C  -3.136  0.880  0.004  -0.183
C  -4.467  0.328  -0.612  -0.197
C  -5.722  0.861  0.243  -0.152
C  -6.093  -0.289  1.283  -0.199
C  -7.546  -0.880  1.088  -0.200
C  -7.613  -2.115  0.097  -0.159
C  -6.785  -3.380  0.573  -0.210
O  -6.216  -4.004  -0.606  -0.248
C  -6.924  -5.197  -0.978  -0.118
C  -2.379  -1.877  -1.801  -0.057
C  -3.008  -1.190  -3.063  -0.696
O  -4.183  -1.412  -3.276  0.021
Cl  -2.151  -0.127  -4.231  0.755
H  -0.935  1.237  5.006  0.083
H  -1.274  2.631  3.930  0.087
H  -2.658  1.402  4.273  0.076
H  -1.316  1.222  1.949  0.055
H  0.140  0.848  2.936  0.060
H  -2.029  -2.959  1.733  0.120
H  -2.968  -1.546  1.215  0.088
H  -1.266  -2.764  -0.164  0.148
H  0.517  -3.095  0.881  0.140
H  2.276  -0.753  0.222  0.108
H  0.832  0.030  0.924  0.120
H  3.934  -0.369  3.156  0.090
H  2.562  0.681  3.651  0.088
H  3.286  0.776  1.906  0.071
H  1.374  -2.764  2.757  0.005
H  0.231  -3.322  -1.565  0.157
H  2.985  -1.850  -1.393  0.119
H  2.258  -2.910  -2.687  0.101
H  4.696  -4.683  1.828  0.108
H  5.145  -4.020  0.168  0.077
H  4.491  -5.711  0.332  0.097
H  1.335  -5.506  0.507  0.096
H  2.724  -5.985  1.589  0.098
H  1.579  -4.684  2.102  0.072
H  -0.231  -1.571  -2.825  0.097
H  0.557  1.096  -1.820  0.120
H  1.960  -0.023  -1.737  0.116
H  -1.816  1.040  -1.745  0.120
H  -0.950  1.063  -0.176  0.113
H  -3.126  0.580  1.100  0.098
H  -3.237  2.011  0.031  0.137
H  -4.567  -0.794  -0.618  0.086
H  -4.646  0.678  -1.676  0.120
H  -5.335  1.744  0.822  0.085
H  -6.588  1.135  -0.427  0.123
H  -5.348  -1.132  1.317  0.076
H  -6.076  0.188  2.315  0.111
H  -8.191  -0.060  0.646  0.110
H  -8.048  -1.188  2.049  0.114
H  -7.358  -1.845  -0.973  0.118
H  -8.700  -2.438  0.065  0.119
H  -7.449  -4.149  1.075  0.127
H  -5.945  -3.143  1.283  0.107
H  -8.048  -5.074  -0.972  0.106
H  -6.643  -5.429  -2.048  0.086
H  -6.635  -6.102  -0.368  0.097
H  -1.849  -2.803  -2.194  0.143
H  -3.193  -2.282  -1.122  0.134
C  8.014  0.065  1.034  -0.103
C  7.943  -0.943  2.143  -0.106
O  6.547  -1.227  2.223  0.066
C  6.005  -0.930  1.017  -0.552
O  4.884  -1.209  0.694  0.118
O  6.890  -0.279  0.223  0.062
H  8.941  -0.003  0.465  0.124
H  7.891  1.091  1.390  0.144
H  8.478  -1.867  1.906  0.131
H  8.315  -0.552  3.089  0.143
C  0.745  -7.478  -3.979  -0.125
C  1.066  -7.515  -2.512  -0.131
O  -0.220  -7.624  -1.908  0.049
C  -1.058  -8.168  -2.835  -0.555
O  -2.166  -8.545  -2.602  0.164
O  -0.466  -8.223  -4.059  0.066
H  1.523  -7.934  -4.590  0.137
H  0.559  -6.462  -4.341  0.131
H  1.662  -8.390  -2.237  0.141
H  1.578  -6.617  -2.171  0.091
C  3.401  4.065  1.734  -0.133
C  3.554  5.371  2.458  -0.127
O  3.929  4.961  3.774  0.074
C  4.485  3.728  3.670  -0.554
O  5.055  3.166  4.556  0.156
O  4.311  3.211  2.420  0.035
H  3.660  4.140  0.677  0.132
H  2.391  3.650  1.825  0.123
H  4.354  5.992  2.034  0.091
H  2.629  5.949  2.480  0.140
C  -7.090  -3.151  -5.746  -0.125
C  -6.749  -3.166  -4.283  -0.141
O  -8.025  -3.271  -3.660  0.044
C  -8.873  -3.831  -4.566  -0.550
O  -9.975  -4.211  -4.312  0.165
O  -8.298  -3.902  -5.798  0.067
H  -6.318  -3.614  -6.361  0.135
H  -7.285  -2.142  -6.120  0.136
H  -6.146  -4.035  -4.002  0.128
H  -6.235  -2.262  -3.964  0.106
C  3.407  7.773  -2.155  -0.124
C  3.572  9.072  -1.420  -0.121
O  3.936  8.650  -0.109  0.077
C  4.479  7.412  -0.219  -0.524
O  5.041  6.840  0.670  0.131
O  4.305  6.905  -1.467  0.068
H  3.671  7.850  -3.209  0.138
H  2.394  7.370  -2.071  0.135
H  4.377  9.686  -1.830  0.139
H  2.655  9.661  -1.399  0.138
C  9.973  1.230  -3.363  -0.144
C  10.112  2.526  -2.617  -0.122
O  10.464  2.096  -1.304  0.056
C  11.023  0.861  -1.419  -0.562
O  11.575  0.286  -0.526  0.144
O  10.872  0.366  -2.673  0.064
H  10.249  1.321  -4.413  0.142
H  8.970  0.819  -3.296  0.106
H  10.915  3.155  -3.012  0.133
H  9.188  3.103  -2.603  0.133
C  -7.800  4.081  2.697  -0.114
C  -7.250  5.200  3.532  -0.123
O  -5.841  5.064  3.357  0.067
C  -5.642  4.412  2.183  -0.559
O  -4.575  4.280  1.655  0.133
O  -6.808  3.926  1.683  0.050
H  -8.769  4.322  2.260  0.140
H  -7.885  3.144  3.254  0.136
H  -7.560  6.183  3.170  0.137
H  -7.522  5.109  4.583  0.133
C  -6.111  9.028  6.167  -0.126
C  -6.928  9.800  5.170  -0.126
O  -7.899  8.846  4.750  0.057
C  -8.017  7.925  5.742  -0.560
O  -8.865  7.082  5.784  0.148
O  -7.047  8.086  6.681  0.067
H  -5.717  9.659  6.963  0.137
H  -5.284  8.486  5.701  0.134
H  -7.442  10.653  5.620  0.137
H  -6.336  10.150  4.324  0.135
C  8.371  -3.237  -1.363  -0.125
C  8.782  -4.129  -2.500  -0.118
O  8.601  -3.295  -3.639  0.079
C  8.673  -2.008  -3.212  -0.521
O  8.731  -1.056  -3.931  0.144
O  8.677  -1.937  -1.854  0.057
H  8.923  -3.446  -0.447  0.137
H  7.299  -3.291  -1.153  0.123
H  9.833  -4.424  -2.442  0.140
H  8.166  -5.026  -2.574  0.136

***

Record 2
Computed, not measured: a single C24H23NO4 molecule, with the ωB97M-V functional and the def2-TZVPD basis.

Kohn-Sham gap = 7.5 eV
ΔE to the lowest compared entry with this formula, charge and spin = 93.8 kJ/mol

Last column: Löwdin charge in e.
Positions of all 52 atoms, in Å:
C  -5.926  -3.305  1.301  -0.063
C  -4.652  -2.564  0.926  -0.260
O  -5.028  -1.297  0.429  -0.032
C  -4.056  -0.436  0.027  -0.186
C  -2.699  -0.692  0.061  0.039
C  -1.766  0.265  -0.355  -0.219
C  -2.231  1.473  -0.850  -0.048
C  -3.592  1.738  -0.908  -0.010
C  -4.515  0.808  -0.466  -0.199
O  -5.867  0.975  -0.471  -0.066
C  -6.387  2.183  -0.962  -0.087
H  -6.044  3.041  -0.373  0.096
H  -6.125  2.338  -2.014  0.096
H  -7.469  2.096  -0.871  0.094
H  -3.920  2.685  -1.309  0.104
H  -1.537  2.204  -1.236  0.114
C  -0.349  -0.075  -0.307  0.014
C  0.661  0.673  0.164  -0.158
C  2.033  0.175  0.059  -0.159
N  2.194  -1.092  -0.249  0.172
C  3.423  -1.615  -0.353  -0.208
C  3.547  -2.985  -0.670  -0.011
C  4.782  -3.562  -0.762  -0.080
C  5.940  -2.802  -0.538  -0.076
C  5.854  -1.471  -0.232  -0.020
C  4.598  -0.841  -0.144  -0.087
C  4.407  0.532  0.158  -0.024
C  3.137  1.054  0.266  -0.062
C  2.929  2.510  0.573  -0.133
C  1.521  2.981  0.231  -0.176
C  0.513  2.008  0.833  -0.138
H  0.730  1.889  1.899  0.133
H  -0.507  2.376  0.741  0.101
H  1.392  3.013  -0.854  0.123
H  1.365  3.988  0.621  0.114
H  3.113  2.658  1.642  0.133
H  3.669  3.110  0.038  0.124
C  5.590  1.413  0.383  -0.497
O  5.842  1.988  1.409  0.135
O  6.365  1.514  -0.706  0.127
H  7.124  2.093  -0.528  0.139
H  6.751  -0.896  -0.055  0.112
H  6.907  -3.278  -0.606  0.103
H  4.877  -4.610  -1.004  0.102
H  2.642  -3.549  -0.828  0.111
H  -0.088  -1.058  -0.679  0.115
H  -2.329  -1.635  0.430  0.114
H  -4.007  -2.449  1.809  0.127
H  -4.099  -3.124  0.159  0.127
H  -5.683  -4.290  1.690  0.075
H  -6.471  -2.746  2.056  0.078
H  -6.562  -3.411  0.426  0.078

***

no.,LUMO level (eV),E_HOMO (eV)
1,-2.7,-11.391
2,-0.2,-7.631